The following is a quantum chemistry calculation of 2 unconnected molecules or ions with the total composition CH5FNO at a distorted geometry, from the Open Molecules 2025 dataset.

Element x y z (Å)
C: 0.0079 -0.7306 0.1013
N: 0.9987 0.4135 0.0662
O: -1.6414 0.4077 0.3498
F: -2.2836 0.3901 -0.7842
H: -0.5499 -1.2140 -0.7001
H: 0.0975 -1.3609 0.9338
H: 0.6705 1.0513 -0.6935
H: 1.9480 0.0195 -0.0915
H: 0.7522 1.0234 0.8182

Values from the calculation:
DFT total energy   -270.437982 hartree
Lowest unoccupied orbital energy   -6.1 eV
Total charge   +1
Energy above the lowest of the compared OMol25 structures with the same formula, charge and spin   282.9 kJ/mol
Gap between HOMO and LUMO   9.490 eV
Largest force on an atom   6.17 eV/A
Molar mass   66.1 g/mol